{"formula": "C2H4N4O", "method": "ωB97M-V/def2-TZVPD", "elements": ["H", "N", "O", "H", "N", "C", "H", "N", "H", "N", "C"], "xyz": [[-2.046, -0.306, 1.217], [1.688, 0.733, -0.512], [0.686, -0.244, -0.291], [-1.644, -0.713, -2.373], [-1.677, -0.037, -1.622], [0.144, -0.331, 1.360], [1.928, 1.196, 0.366], [-1.196, -0.037, 0.746], [2.537, 0.217, -0.740], [0.678, -0.437, 2.401], [-1.098, -0.042, -0.553]], "total_charge": 0}

{"formula": "C4H7NS", "method": "ωB97M-V/def2-TZVPD", "elements": ["C", "S", "C", "H", "H", "H", "H", "C", "H", "C", "H", "N", "H"], "xyz": [[-0.642, 0.215, 1.490], [-0.725, -1.472, -1.244], [0.242, -0.203, -0.827], [-1.751, -1.530, 1.055], [0.804, 1.302, 0.487], [0.765, 0.666, -2.708], [1.948, -0.487, -2.055], [-1.504, -0.750, 1.755], [-0.430, 0.966, 2.251], [1.287, 0.350, -1.797], [1.932, 1.177, -1.401], [0.158, 0.509, 0.339], [-2.085, -0.743, 2.656]], "total_charge": 0}

{"formula": "C14H18N", "method": "ωB97M-V/def2-TZVPD", "elements": ["H", "H", "N", "H", "H", "C", "C", "H", "C", "H", "H", "C", "H", "C", "H", "H", "H", "H", "C", "C", "H", "H", "H", "C", "H", "C", "C", "H", "C", "C", "C", "C", "H"], "xyz": [[2.654, -2.398, 1.360], [0.104, -2.713, 2.604], [0.133, -0.942, 1.587], [-1.369, 0.706, -3.173], [-2.395, -0.327, -0.390], [2.990, -0.640, -1.452], [-1.776, 0.978, -2.186], [-2.499, -0.941, 2.202], [0.227, -1.723, 2.762], [0.625, 2.449, -0.187], [4.294, -1.970, -0.336], [-0.400, 0.573, -0.259], [-2.652, 0.669, 1.381], [-0.794, -0.062, 1.340], [-2.871, 1.142, -2.437], [-1.060, 2.483, 0.392], [-1.986, 3.053, -1.705], [-0.463, -1.335, 3.433], [-1.537, -0.097, -1.064], [2.307, -1.773, 0.562], [-1.866, 0.751, 3.045], [3.806, -0.467, -2.168], [-0.387, 2.674, -2.552], [-0.427, 2.157, -0.444], [1.530, 0.583, -2.380], [-2.038, 0.114, 2.101], [1.767, 0.090, -1.465], [1.148, -1.631, 3.095], [1.168, -0.982, 0.556], [-1.201, 2.280, -1.761], [3.258, -1.522, -0.444], [0.860, -0.158, -0.481], [-1.151, -1.022, -1.537]], "total_charge": 1}

{"formula": "C3H10N3", "method": "ωB97M-V/def2-TZVPD", "elements": ["H", "C", "H", "H", "N", "H", "H", "H", "N", "H", "N", "H", "H", "H", "C", "C"], "xyz": [[1.516, 0.297, 1.396], [-2.290, 0.523, 0.473], [-0.816, -0.471, 1.670], [1.112, -1.126, -2.332], [1.971, 0.047, 0.535], [2.969, -0.056, 0.475], [2.699, -0.877, -1.703], [-0.391, 1.212, 1.100], [-0.136, -0.280, -0.330], [-2.810, 0.957, 1.320], [1.707, -0.712, -1.633], [-0.692, -0.169, -1.165], [-2.773, -0.410, 0.165], [-2.395, 1.190, -0.377], [-0.848, 0.249, 0.860], [1.177, -0.374, -0.454]], "total_charge": 1}

{"formula": "C36H51F5N2O3PdSSeSi", "method": "ωB97M-V/def2-TZVPD", "elements": ["H", "Pd", "H", "H", "F", "C", "H", "C", "H", "C", "H", "C", "H", "C", "F", "H", "C", "H", "C", "H", "C", "H", "C", "H", "H", "H", "H", "C", "C", "H", "F", "C", "C", "H", "C", "C", "H", "C", "H", "C", "C", "H", "C", "H", "H", "C", "H", "C", "Si", "C", "H", "O", "C", "H", "H", "H", "S", "F", "F", "C", "H", "H", "C", "H", "H", "C", "C", "H", "H", "C", "C", "H", "H", "H", "N", "H", "H", "H", "H", "C", "H", "C", "H", "H", "C", "O", "C", "H", "H", "O", "H", "C", "N", "C", "Se", "H", "H", "H", "C", "H", "H"], "xyz": [[2.034, 4.632, -2.037], [-1.322, -1.265, -1.251], [-0.010, 4.946, -5.177], [3.506, -2.609, -2.976], [-6.643, -5.059, 0.320], [1.926, 3.767, 1.708], [-0.323, 2.860, 2.977], [-0.189, 5.052, 1.303], [2.501, 4.507, 1.150], [5.001, -2.375, -0.680], [-0.606, 3.277, -5.125], [-1.890, -2.166, 1.875], [2.350, 3.917, -5.149], [-6.025, -4.145, -0.430], [-6.789, -1.085, -2.189], [5.245, -4.529, -0.859], [-3.565, 1.399, -0.594], [5.089, -3.193, 1.336], [5.628, -3.620, -1.326], [1.654, 5.742, -3.377], [-2.711, 1.607, -2.982], [-4.607, 1.173, -0.820], [2.013, 3.197, -4.402], [1.050, -2.830, -3.141], [1.436, -0.906, 6.222], [0.509, -0.119, 4.935], [-2.181, 0.657, -2.831], [2.628, -2.388, 0.268], [1.137, -3.507, 5.330], [1.702, 2.279, -4.901], [-4.163, -1.336, -2.710], [-0.311, 4.132, -4.516], [0.842, 3.744, -3.592], [2.006, -3.568, 4.675], [-0.292, 2.628, 1.911], [-6.746, -3.070, -0.918], [6.536, -2.323, 0.829], [-3.928, 3.485, -1.906], [-4.123, 4.018, -0.975], [1.267, 4.941, -2.747], [5.447, -2.322, 0.784], [0.560, -4.426, 5.218], [-2.967, 2.323, -1.658], [-3.487, 4.178, -2.622], [-2.926, -2.083, 1.567], [-4.677, -4.268, -0.713], [1.980, -1.013, 4.541], [1.254, -2.504, 0.085], [-0.191, 2.464, -1.271], [-3.990, -3.325, -1.475], [1.739, -2.632, 2.769], [-1.767, 2.891, -1.129], [-6.106, -2.121, -1.696], [2.841, 2.955, -3.735], [0.413, 5.313, -2.177], [5.000, -0.225, -1.008], [0.236, 0.421, -0.859], [-4.017, -5.313, -0.214], [-8.041, -2.952, -0.648], [-0.891, -2.248, 6.021], [-1.202, 4.991, 0.905], [1.499, -3.450, 6.358], [3.488, -2.453, -0.820], [-1.315, 2.584, 1.531], [5.092, -1.415, 1.278], [0.290, -2.408, 1.216], [-1.555, -2.193, 3.219], [1.914, 4.047, 2.762], [5.416, -3.671, -2.393], [0.502, 3.697, 1.163], [-0.221, -2.329, 3.580], [-1.170, 4.459, -3.926], [-3.516, 1.890, 0.378], [-1.520, -3.136, 5.928], [-0.997, -2.239, 0.901], [-4.872, 3.111, -2.306], [5.316, -1.164, -2.468], [0.166, 1.649, 1.771], [3.020, -2.223, 1.259], [1.102, -1.000, 5.187], [0.363, 5.809, 0.744], [0.266, -2.280, 5.021], [2.412, 2.796, 1.600], [-0.489, -2.224, 7.034], [0.696, -2.471, 2.541], [0.615, 3.410, -0.232], [2.905, -2.592, -2.077], [-1.510, -1.360, 5.887], [-0.232, 5.348, 2.352], [0.412, 2.659, -2.762], [6.578, -0.997, -1.242], [-4.760, -2.264, -1.958], [0.727, -2.685, -1.123], [1.532, -2.703, -2.178], [-2.142, -3.462, -1.858], [-2.340, -2.107, 3.956], [-3.651, 1.408, -3.493], [-2.992, 0.465, -0.527], [5.504, -1.112, -1.395], [-2.090, 2.227, -3.625], [6.711, -3.595, -1.196]], "total_charge": 0}

{"formula": "C4H7NO2", "method": "ωB97M-V/def2-TZVPD", "elements": ["H", "H", "N", "C", "H", "O", "H", "C", "O", "C", "H", "C", "H", "H"], "xyz": [[-0.901, 0.298, -1.631], [-0.841, 1.589, 0.662], [1.122, 1.019, 0.970], [-0.375, -0.024, -0.719], [-1.415, -1.892, -0.444], [0.777, -0.773, -1.062], [1.437, -0.171, -1.434], [-1.282, -0.943, 0.082], [2.509, -0.810, 1.593], [0.015, 1.241, 0.074], [-0.853, -1.155, 1.068], [1.786, 0.039, 1.228], [0.282, 2.058, -0.608], [-2.263, -0.478, 0.221]], "total_charge": 0}

Calculated strongest force on any atom, 1.89; 1.42; 4.95; 1.21; 1.18; 0.74 eV/A (same order as the records).
Calculated relative energy (zero: lowest compared OMol25 entry of this formula, charge and spin), 136.64; 19.95; 50.32; 1.67; 0.00; 20.03 kcal per mole (same order as the records).